# 1
13
Properties=species:S:1:pos:R:3:forces:R:3 method="wB97M-V/def2-TZVPD" max_force_ev_per_a=2.78 e_above_lowest_kcal_mol=25.20 homo_ha=-0.298 smiles="[H]/N=C(/NC=S)SC" homo_lumo_gap_ev=8.4 total_energy_ha=-1023.76278
H 0.16662 1.86747 -0.07911 0.89 0.51 -0.24
N -0.57246 1.21248 0.01526 0.08 -2.59 0.73
C -0.19516 -0.02535 0.04341 -2.13 1.70 -0.56
N -1.18236 -1.02799 0.18414 0.16 -0.37 -0.39
C -2.55700 -0.95642 -0.00687 1.27 1.40 0.23
S -3.48141 0.36363 -0.21523 0.00 -0.77 0.03
S 1.35722 -0.76965 -0.29435 -0.25 -0.13 -0.06
C 2.40091 0.63680 -0.00802 -0.71 1.28 0.44
H -0.83213 -1.98944 0.14061 -0.07 0.66 0.20
H -2.88364 -1.96752 0.04098 -0.96 -0.71 -0.09
H 2.03724 1.59292 -0.54029 0.85 -1.68 0.56
H 2.39987 0.81202 1.09296 0.37 0.08 -0.88
H 3.34229 0.25104 -0.37349 0.50 0.61 0.04

=====

# 2
31
Properties=species:S:1:pos:R:3:forces:R:3 method="wB97M-V/def2-TZVPD" charge=-1 max_force_ev_per_a=1.55 e_above_lowest_kcal_mol=29.37 homo_ha=-0.228 homo_lumo_gap_ev=9.4 total_energy_ha=-790.74181
F 0.80092 -0.60020 0.38073 -0.43 0.23 -0.43
C -0.49595 1.33901 2.77692 0.30 -1.02 -0.20
C -0.45488 2.36443 1.67785 -0.11 0.78 -0.55
O 0.62980 2.19733 0.77986 -0.63 0.07 0.20
O 0.64602 1.50159 3.61837 -0.02 0.39 0.20
H -0.43840 0.34881 2.30265 0.07 0.08 0.02
H -1.43034 1.34823 3.34986 -0.03 0.42 -0.01
H -0.39070 3.37609 2.09471 0.19 -0.10 0.10
H -1.38662 2.35786 1.09050 -0.14 -0.23 0.31
H 0.41269 1.37654 0.30091 0.78 -0.38 0.18
H 0.44774 1.17835 4.49912 -0.08 -0.13 -0.08
C -3.97465 -1.27372 0.52705 -0.13 0.14 0.74
C -2.61739 -0.63397 0.42274 0.85 0.36 -1.24
O -1.60640 -1.60901 0.42671 -0.56 -0.41 0.66
O -4.49568 -1.76729 -0.69598 0.00 -0.30 0.03
H -4.70887 -0.55346 0.89396 0.02 0.12 -0.14
H -3.89765 -2.04827 1.30481 -0.11 -0.13 -0.24
H -2.47831 0.15114 1.17810 -0.08 -0.25 0.26
H -2.54522 -0.12600 -0.55596 -0.38 0.25 0.17
H -0.70732 -1.19469 0.49923 0.54 0.12 -0.35
H -3.98738 -2.54748 -0.93754 0.15 0.08 -0.04
C 3.17456 -0.43542 -1.92782 -0.45 0.48 -0.46
C 3.79487 -1.05931 -3.16035 -0.03 0.56 -0.08
O 3.90009 -0.11310 -4.23066 0.10 -0.05 -0.25
O 1.79162 -0.22688 -2.14914 0.30 -0.36 0.10
H 3.61529 0.56717 -1.79535 0.42 -0.20 0.25
H 3.36773 -1.03459 -1.03567 -0.08 -0.02 0.02
H 3.14495 -1.85764 -3.51968 0.13 -0.19 0.12
H 4.80537 -1.42327 -2.94973 -0.07 -0.18 0.10
H 3.71909 0.76624 -3.88773 -0.11 -0.07 0.10
H 1.36503 -0.36851 -1.27846 -0.41 -0.04 0.49

=====

# 3
12
Properties=species:S:1:pos:R:3:forces:R:3 method="wB97M-V/def2-TZVPD" max_force_ev_per_a=1.13 e_above_lowest_kcal_mol=95.81 homo_ha="-0.315 / -0.315" homo_lumo_gap_ev="7.8 / 7.8" total_energy_ha=-360.51674
O 1.98043 1.39796 1.21589 0.38 -0.61 -0.10
C 2.10245 0.44237 0.50360 0.14 0.46 0.32
C 0.95555 -0.43619 -0.01637 -0.04 -0.33 -0.33
O 1.20905 -1.48090 -0.57213 -0.23 0.63 0.39
N -0.35649 0.03560 0.19527 -0.04 0.76 -0.42
C -1.47613 -0.60315 -0.50247 -0.35 -0.18 -0.38
C -0.59151 1.33246 0.45592 0.48 0.03 1.02
H 3.08371 0.08165 0.14067 -0.12 -0.03 -0.05
H -2.19172 -1.08140 0.16902 0.28 -0.09 -0.02
H -1.09228 -1.27159 -1.26400 -0.06 -0.31 0.09
H -1.94969 0.24184 -1.00649 -0.37 -0.59 -0.18
H -1.67338 1.34136 0.68109 -0.09 0.26 -0.35